{
  "formula": "C59H133F24N3OP7",
  "method": "wB97M-V/def2-TZVPD",
  "elements": ["C", "N", "C", "C", "C", "C", "O", "H", "H", "H", "H", "H", "H", "H", "H", "H", "H", "H", "H", "H", "H", "C", "C", "N", "C", "C", "N", "C", "C", "H", "H", "H", "H", "H", "H", "H", "H", "H", "H", "H", "C", "C", "C", "C", "P", "C", "C", "C", "C", "C", "C", "C", "C", "C", "C", "C", "C", "H", "H", "H", "H", "H", "H", "H", "H", "H", "H", "H", "H", "H", "H", "H", "H", "H", "H", "H", "H", "H", "H", "H", "H", "H", "H", "H", "H", "H", "H", "H", "H", "H", "H", "H", "H", "C", "C", "C", "C", "P", "C", "C", "C", "C", "C", "C", "C", "C", "C", "C", "C", "C", "H", "H", "H", "H", "H", "H", "H", "H", "H", "H", "H", "H", "H", "H", "H", "H", "H", "H", "H", "H", "H", "H", "H", "H", "H", "H", "H", "H", "H", "H", "H", "H", "H", "H", "H", "H", "C", "C", "C", "C", "P", "C", "C", "C", "C", "C", "C", "C", "C", "C", "C", "C", "C", "H", "H", "H", "H", "H", "H", "H", "H", "H", "H", "H", "H", "H", "H", "H", "H", "H", "H", "H", "H", "H", "H", "H", "H", "H", "H", "H", "H", "H", "H", "H", "H", "H", "H", "H", "H", "P", "F", "F", "F", "F", "F", "F", "P", "F", "F", "F", "F", "F", "F", "P", "F", "F", "F", "F", "F", "F", "P", "F", "F", "F", "F", "F", "F"],
  "coordinates": [[9.1340, 0.9354, 12.6813], [9.5823, 2.3909, 13.1927], [8.4606, 3.0842, 14.0046], [10.7116, 2.1289, 14.2394], [10.1681, 3.2543, 12.0282], [9.1581, 4.1844, 11.2538], [8.3618, 3.2321, 10.4832], [8.5808, 0.5068, 13.5170], [9.9638, 0.2399, 12.5556], [8.5177, 1.1003, 11.7975], [7.9256, 2.2617, 14.4794], [7.6997, 3.4638, 13.3227], [8.7464, 3.7689, 14.8031], [10.1117, 1.6849, 15.0338], [11.1526, 3.0784, 14.5429], [11.4658, 1.5041, 13.7610], [10.6896, 2.4330, 11.5365], [11.0143, 3.7448, 12.5093], [9.7015, 4.7974, 10.5347], [8.5359, 4.7943, 11.9087], [7.4191, 3.3381, 10.6304], [3.6835, 0.0497, 2.2709], [4.6032, -1.0659, 2.7467], [6.0235, -0.7581, 2.5742], [6.7916, -1.2207, 1.5032], [8.0475, -0.7727, 1.6543], [8.0792, 0.0563, 2.8121], [6.8220, -0.0113, 3.3601], [9.1947, 0.7634, 3.3511], [3.7754, 0.9996, 2.7974], [2.6887, -0.3740, 2.1330], [3.9060, 0.2815, 1.2293], [4.4409, -2.0253, 2.2555], [4.4314, -1.4054, 3.7681], [6.3528, -1.9898, 0.8849], [8.8754, -0.9825, 0.9932], [6.6075, 0.4919, 4.2914], [9.5035, 1.4540, 2.5663], [9.8880, 0.0048, 3.7143], [8.8611, 1.3103, 4.2329], [-1.1467, 6.9274, 6.1264], [-2.3543, 7.8088, 5.8259], [-3.6374, 7.2574, 6.4256], [-4.7347, 8.3626, 6.4033], [-6.3907, 7.6375, 6.5287], [-7.4324, 9.1542, 6.4633], [-8.7423, 9.3307, 7.2824], [-9.2030, 10.8387, 7.2559], [-10.5864, 10.9500, 7.9974], [-6.4941, 6.8866, 8.1540], [-5.9605, 7.7376, 9.4006], [-6.9420, 7.6650, 10.5768], [-6.3433, 8.2753, 11.9471], [-6.8108, 6.4014, 5.2889], [-8.1022, 5.4801, 5.5927], [-8.5799, 4.7409, 4.3099], [-9.2991, 5.6439, 3.2873], [-0.7654, 6.9702, 7.1466], [-0.3140, 7.3090, 5.5356], [-1.4107, 5.9119, 5.8309], [-2.4730, 8.0057, 4.7605], [-2.0888, 8.7609, 6.2855], [-3.4063, 7.1198, 7.4819], [-3.9895, 6.3590, 5.9188], [-4.6856, 8.9713, 5.5005], [-4.5446, 9.0672, 7.2129], [-7.7125, 9.1898, 5.4106], [-6.7822, 10.0056, 6.6652], [-8.4653, 9.0329, 8.2936], [-9.5546, 8.7154, 6.8953], [-9.1311, 11.3242, 6.2826], [-8.5403, 11.4779, 7.8392], [-10.5578, 10.3859, 8.9297], [-11.3145, 10.4617, 7.3498], [-10.8369, 11.9745, 8.2724], [-5.8727, 6.0146, 7.9500], [-7.5699, 6.7137, 8.1808], [-5.8985, 8.7548, 9.0139], [-4.9405, 7.4079, 9.5981], [-7.0407, 6.5846, 10.6821], [-7.9581, 7.9804, 10.3397], [-6.2706, 9.3477, 11.7662], [-5.4140, 7.7955, 12.2544], [-7.0154, 8.1451, 12.7953], [-5.9794, 5.7480, 5.0244], [-6.9874, 7.0745, 4.4499], [-9.0363, 5.9575, 5.8886], [-7.7880, 4.6545, 6.2312], [-9.1852, 3.9143, 4.6820], [-7.6882, 4.3296, 3.8368], [-10.1115, 6.2650, 3.6647], [-9.7785, 5.0920, 2.4788], [-8.4867, 6.1971, 2.8160], [4.4432, 1.6216, -13.6946], [3.5583, 0.4461, -13.1578], [3.0115, 0.6196, -11.7484], [4.0870, 0.8434, -10.6827], [3.6896, 0.8293, -8.9106], [3.6629, -0.8400, -8.1505], [4.8223, -1.7326, -8.5449], [4.5469, -3.1108, -7.9534], [3.1400, -3.6442, -8.0900], [5.1977, 1.6236, -8.1136], [5.0003, 1.6976, -6.5417], [4.4757, 3.0383, -6.0498], [4.2604, 3.2373, -4.5633], [2.0951, 1.7353, -8.5872], [0.8655, 0.9385, -9.0104], [-0.1610, 1.9636, -9.4607], [-0.9834, 2.7566, -8.3580], [4.8565, 1.2823, -14.6444], [5.3525, 1.7086, -13.0998], [4.0390, 2.6046, -13.9363], [4.1735, -0.4514, -13.0943], [2.6642, 0.2925, -13.7621], [2.6060, -0.3581, -11.4880], [2.1545, 1.2905, -11.6886], [4.2559, 1.9181, -10.7508], [5.0398, 0.3315, -10.8169], [2.7241, -1.2420, -8.5314], [3.5489, -0.9358, -7.0707], [5.7499, -1.2907, -8.1810], [4.8290, -1.7589, -9.6346], [4.8566, -3.0854, -6.9086], [5.2093, -3.7763, -8.5070], [3.0250, -4.6537, -7.6953], [2.6602, -3.5930, -9.0673], [2.4560, -3.2505, -7.3381], [5.4098, 2.6130, -8.5190], [6.0027, 0.9740, -8.4572], [5.9785, 1.4111, -6.1556], [4.3335, 0.9063, -6.1992], [3.5561, 3.3181, -6.5637], [5.2469, 3.6311, -6.5418], [5.1208, 2.8779, -3.9989], [3.4286, 2.7357, -4.0687], [4.1234, 4.3186, -4.5579], [2.0854, 2.6952, -9.1033], [1.9575, 1.9885, -7.5360], [0.3809, 0.2702, -8.2987], [1.0632, 0.3910, -9.9320], [-0.8941, 1.5437, -10.1494], [0.2293, 2.5914, -10.2618], [-1.7823, 3.3629, -8.7848], [-0.4659, 3.3908, -7.6382], [-1.4688, 2.0181, -7.7200], [-2.4726, -11.3487, -7.2231], [-3.2028, -11.5405, -5.8743], [-3.9667, -10.2701, -5.5096], [-4.8823, -9.7949, -6.5640], [-5.8817, -8.5091, -5.6897], [-7.0396, -7.7565, -6.8545], [-8.0876, -8.8429, -7.2502], [-8.5921, -8.5778, -8.6377], [-9.6912, -9.6640, -8.9934], [-6.8854, -9.1015, -4.3095], [-7.3926, -10.5739, -4.2796], [-7.7642, -11.1669, -2.8869], [-6.5216, -11.6875, -2.2571], [-4.7931, -7.2581, -4.8877], [-5.3632, -5.9144, -4.6220], [-4.5911, -5.2946, -3.4054], [-5.3745, -4.1186, -2.7397], [-1.9055, -10.4232, -7.1234], [-3.2009, -11.1133, -7.9992], [-1.8648, -12.2175, -7.4758], [-2.5307, -11.8693, -5.0817], [-3.9661, -12.3174, -5.9171], [-3.1671, -9.5546, -5.3173], [-4.4775, -10.4192, -4.5583], [-5.5573, -10.5260, -7.0089], [-4.2610, -9.3924, -7.3641], [-6.5428, -7.2064, -7.6537], [-7.5140, -6.9301, -6.3253], [-8.7618, -8.7596, -6.3978], [-7.6011, -9.8180, -7.2264], [-7.7935, -8.5721, -9.3795], [-9.1161, -7.6226, -8.6048], [-10.2390, -9.3283, -9.8739], [-10.4586, -9.9185, -8.2624], [-9.1265, -10.5601, -9.2507], [-7.6982, -8.3887, -4.1700], [-6.3199, -8.8890, -3.4023], [-6.7860, -11.2170, -4.9171], [-8.2945, -10.5903, -4.8914], [-8.5729, -11.8976, -2.9030], [-8.1518, -10.3007, -2.3507], [-5.6751, -11.0051, -2.1811], [-6.1807, -12.6568, -2.6210], [-6.7305, -12.0476, -1.2497], [-4.0107, -7.3632, -5.6393], [-4.3804, -7.6736, -3.9684], [-6.4299, -6.0460, -4.4407], [-5.3187, -5.2910, -5.5151], [-3.5819, -4.9726, -3.6624], [-4.4424, -6.0925, -2.6778], [-5.0079, -3.9465, -1.7277], [-6.4437, -4.3206, -2.6746], [-5.4046, -3.1796, -3.2923], [10.7260, 9.2170, 2.7999], [11.2021, 10.5138, 1.9051], [10.1142, 8.5782, 1.4746], [12.1537, 8.5145, 2.3767], [10.2369, 7.9471, 3.7026], [11.3707, 9.9764, 4.2179], [9.3728, 9.9794, 3.1391], [12.0703, -5.4173, -4.0287], [11.2636, -6.8911, -4.0526], [12.1985, -5.5501, -2.3793], [13.5712, -6.2485, -3.9856], [12.8982, -4.0559, -4.0533], [11.7875, -5.4423, -5.5785], [10.6771, -4.7383, -3.7749], [1.6766, -8.5569, 0.3335], [3.2821, -8.0793, 0.5231], [1.3240, -7.3656, -0.7394], [2.2201, -9.4488, -0.8829], [0.0606, -9.0736, 0.1085], [1.9502, -9.8558, 1.2301], [1.3747, -7.8234, 1.6934], [1.5299, 1.2761, 10.4625], [0.5099, -0.0323, 10.6895], [0.4066, 1.8771, 9.3386], [0.9719, 2.2332, 11.6940], [2.5550, 2.4947, 10.2529], [2.5369, 0.4924, 11.5043], [2.4344, 0.3832, 9.3512]],
  "lowdin_charge": [0.058, -0.303, 0.016, 0.016, -0.061, -0.149, -0.075, 0.095, 0.102, 0.098, 0.096, 0.095, 0.114, 0.104, 0.104, 0.106, 0.130, 0.117, 0.128, 0.114, 0.095, -0.056, -0.168, -0.049, 0.001, 0.022, -0.093, 0.028, 0.006, 0.084, 0.087, 0.075, 0.132, 0.135, 0.147, 0.146, 0.169, 0.119, 0.114, 0.103, -0.100, -0.281, -0.239, -0.272, 0.976, -0.258, -0.216, -0.234, -0.094, -0.257, -0.215, -0.233, -0.067, -0.231, -0.200, -0.264, -0.098, 0.083, 0.077, 0.078, 0.113, 0.113, 0.115, 0.101, 0.103, 0.102, 0.092, 0.095, 0.085, 0.109, 0.105, 0.099, 0.068, 0.069, 0.073, 0.098, 0.089, 0.086, 0.116, 0.100, 0.094, 0.065, 0.071, 0.064, 0.098, 0.082, 0.105, 0.108, 0.109, 0.104, 0.074, 0.073, 0.065, -0.088, -0.228, -0.264, -0.271, 1.066, -0.296, -0.239, -0.241, -0.121, -0.221, -0.240, -0.284, -0.087, -0.244, -0.258, -0.267, -0.076, 0.069, 0.064, 0.075, 0.112, 0.111, 0.100, 0.110, 0.095, 0.110, 0.075, 0.109, 0.115, 0.108, 0.124, 0.118, 0.083, 0.083, 0.069, 0.095, 0.084, 0.121, 0.086, 0.093, 0.111, 0.080, 0.075, 0.081, 0.104, 0.093, 0.124, 0.084, 0.104, 0.098, 0.070, 0.062, 0.065, -0.083, -0.233, -0.310, -0.257, 1.037, -0.269, -0.266, -0.238, -0.085, -0.261, -0.230, -0.237, -0.124, -0.290, -0.246, -0.212, -0.099, 0.080, 0.059, 0.084, 0.120, 0.106, 0.119, 0.100, 0.104, 0.106, 0.105, 0.090, 0.115, 0.091, 0.117, 0.110, 0.067, 0.074, 0.069, 0.105, 0.094, 0.099, 0.092, 0.117, 0.109, 0.078, 0.082, 0.078, 0.095, 0.102, 0.096, 0.120, 0.114, 0.102, 0.073, 0.062, 0.067, 0.194, -0.206, -0.171, -0.198, -0.193, -0.255, -0.170, 0.164, -0.234, -0.225, -0.244, -0.153, -0.147, -0.160, 0.184, -0.226, -0.199, -0.184, -0.248, -0.180, -0.146, 0.300, -0.213, -0.226, -0.205, -0.191, -0.224, -0.241],
  "total_charge": 1,
  "energy_ev": -200105.8877,
  "e_lumo_ev": -1.9
}